No. 1
# C33H22Br2F4GaN4O2PS

A molecular structure, C33H22Br2F4GaN4O2PS in a non-equilibrium geometry (ωB97M-V/def2-TZVPD, the Open Molecules 2025 dataset).

Positions of all 70 atoms, in Å:
Ga 0.007 1.047 0.113
F 4.321 -5.351 0.603
C 3.510 -4.383 0.228
C 2.600 -4.584 -0.813
F 2.563 -5.730 -1.468
C 1.720 -3.560 -1.151
F 0.874 -3.742 -2.162
C 1.705 -2.335 -0.486
P 0.509 -1.086 -1.100
C 1.299 -0.667 -2.669
C 0.901 -1.212 -3.888
C 1.587 -0.853 -5.034
C 2.653 0.031 -4.966
C 3.057 0.555 -3.744
C 2.382 0.208 -2.593
C -1.071 -1.920 -1.384
C -1.918 -1.338 -2.328
C -3.129 -1.938 -2.631
C -3.516 -3.090 -1.963
C -2.704 -3.632 -0.978
C -1.479 -3.056 -0.686
C 2.682 -2.121 0.485
Br 2.947 -0.410 1.242
C 3.556 -3.137 0.856
F 4.433 -2.912 1.824
H 0.073 -1.904 -3.950
H 1.283 -1.265 -5.985
H 3.171 0.322 -5.866
H 3.889 1.240 -3.692
H 2.663 0.645 -1.638
H -1.609 -0.436 -2.844
H -3.765 -1.515 -3.395
H -4.452 -3.570 -2.211
H -3.021 -4.515 -0.445
H -0.839 -3.519 0.053
Br -3.176 0.534 1.896
C -3.193 1.686 0.399
C -4.329 2.416 0.083
C -4.287 3.253 -1.024
C -3.120 3.322 -1.773
C -2.037 2.554 -1.378
N -2.068 1.758 -0.303
C -0.723 2.555 -2.164
O -0.625 3.152 -3.196
O 0.194 1.829 -1.599
H -5.216 2.339 0.693
H -5.159 3.833 -1.288
H -3.019 3.955 -2.644
C 0.396 5.471 2.934
N 0.450 4.144 3.486
C 0.326 3.829 4.812
C 0.345 2.483 4.920
N 0.485 1.965 3.642
C 0.539 3.011 2.771
S 0.788 3.043 1.073
C 0.515 0.591 3.388
C 1.049 -0.261 4.356
C 0.943 -1.627 4.179
C 0.288 -2.101 3.047
C -0.157 -1.187 2.118
N -0.024 0.131 2.257
H 0.546 6.200 3.726
H -0.580 5.645 2.479
H 1.164 5.597 2.172
H 0.217 4.568 5.580
H 0.216 1.859 5.778
H 1.551 0.146 5.220
H 1.353 -2.304 4.913
H 0.140 -3.156 2.894
H -0.674 -1.505 1.219

Output
net charge: +2
energy: -268076.9012 eV
maximum force: 0.0219 hartree/bohr
2S+1: 1
molecular weight: 875.13 g mol⁻¹

Results of the Mulliken charge analysis, in e, for atoms 1 through 4: number 1, Ga, carries 1.360; number 2, F, carries -0.251; number 3, C, carries 0.388; number 4, C, carries 0.312



No. 2
# C85H183N9O13

11 unconnected molecules or ions with the total composition C85H183N9O13 in a non-equilibrium geometry (ωB97M-V/def2-TZVPD, the Open Molecules 2025 dataset).

Positions of all 290 atoms, in Å:
C 3.371 0.355 -5.209
C 4.462 -0.360 -4.292
O 5.540 -0.871 -5.026
O 4.140 1.169 -6.098
H 2.661 0.942 -4.628
H 2.711 -0.346 -5.721
H 4.132 -1.163 -3.633
H 4.922 0.330 -3.584
H 5.244 -1.032 -5.925
H 4.730 1.746 -5.608
C 2.082 4.835 -0.805
C 2.865 4.688 -2.050
O 2.192 4.913 -3.267
O 1.228 3.677 -0.744
H 1.601 5.813 -0.806
H 2.754 4.697 0.042
H 3.369 3.721 -2.070
H 3.659 5.435 -2.062
H 1.257 4.785 -3.092
H 1.651 3.082 -0.121
C -3.812 8.158 -1.872
C -2.681 7.817 -0.884
C -2.391 8.964 0.140
C -1.613 8.551 1.470
C -2.194 7.278 2.074
C -2.390 6.099 1.126
N -3.064 6.604 -0.092
O -3.575 5.555 -0.827
C -1.069 5.349 0.700
C -3.294 5.102 1.984
C -1.403 7.391 -1.614
H -3.973 7.279 -2.497
H -3.580 9.014 -2.506
H -4.703 8.160 -1.244
H -1.795 9.697 -0.402
H -3.273 9.493 0.502
H -1.534 9.301 2.257
H -0.576 8.349 1.202
H -3.172 7.501 2.501
H -1.700 7.060 3.021
H -0.776 4.712 1.534
H -1.277 4.592 -0.056
H -0.175 5.918 0.446
H -3.524 4.291 1.293
H -2.935 4.765 2.956
H -4.268 5.572 2.124
H -1.334 7.834 -2.608
H -1.409 6.319 -1.812
H -0.550 7.524 -0.950
H -4.460 5.504 -0.460
C -0.789 -2.395 -6.516
C -1.565 -1.078 -6.523
C -0.672 -0.049 -5.768
C -0.935 1.307 -6.134
C -0.781 1.484 -7.694
C -1.929 0.678 -8.448
N -1.902 -0.740 -7.929
O -2.704 -1.613 -8.531
C -3.275 1.336 -8.307
C -1.424 0.617 -9.896
C -2.838 -1.328 -5.738
H 0.275 -2.323 -6.742
H -1.200 -3.146 -7.189
H -0.813 -2.959 -5.584
H -0.785 -0.153 -4.689
H 0.396 -0.233 -5.883
H -0.115 1.843 -5.657
H -1.874 1.779 -5.843
H 0.214 1.135 -7.972
H -0.805 2.544 -7.946
H -3.900 0.623 -8.844
H -3.722 1.524 -7.331
H -3.283 2.263 -8.881
H -2.165 0.648 -10.695
H -0.716 1.374 -10.231
H -0.684 -0.174 -10.018
H -3.542 -1.961 -6.278
H -3.481 -0.455 -5.628
H -2.804 -2.027 -4.903
H -2.094 -2.174 -9.017
C -1.862 2.127 8.564
C -2.500 1.066 7.478
C -3.952 0.820 7.827
C -4.800 2.061 7.525
C -4.699 2.424 6.090
C -3.220 2.386 5.463
N -2.354 1.318 6.063
O -1.064 1.447 5.596
C -3.369 2.103 3.972
C -2.709 3.812 5.572
C -1.807 -0.316 7.749
H -2.219 1.988 9.584
H -2.088 3.187 8.450
H -0.773 2.164 8.530
H -4.344 0.112 7.097
H -4.117 0.401 8.819
H -4.471 2.870 8.177
H -5.835 1.765 7.697
H -5.059 3.453 6.122
H -5.302 1.770 5.459
H -4.176 2.703 3.553
H -2.425 2.274 3.454
H -3.500 1.056 3.700
H -1.811 3.871 4.957
H -3.443 4.538 5.222
H -2.398 4.168 6.554
H -0.729 -0.230 7.607
H -2.200 -1.066 7.063
H -2.093 -0.611 8.759
H -1.104 0.872 4.829
C 2.312 -0.081 9.576
C 3.446 -0.001 8.487
C 2.857 -0.552 7.161
C 1.980 0.461 6.351
C 2.723 1.771 5.979
C 3.288 2.352 7.303
N 4.017 1.291 8.163
O 4.868 1.818 9.105
C 4.440 3.395 6.859
C 2.065 3.088 7.997
C 4.573 -0.946 8.873
H 2.434 -1.027 10.105
H 1.353 -0.035 9.060
H 2.440 0.709 10.315
H 3.749 -0.697 6.552
H 2.371 -1.494 7.414
H 1.095 0.653 6.959
H 1.629 0.014 5.421
H 2.128 2.493 5.421
H 3.549 1.665 5.275
H 5.495 3.296 7.112
H 4.286 3.608 5.801
H 4.143 4.337 7.319
H 1.306 2.352 8.262
H 2.384 3.511 8.950
H 1.693 3.950 7.443
H 5.433 -0.770 8.227
H 4.195 -1.962 8.983
H 4.948 -0.682 9.862
H 5.747 1.585 8.798
C 7.369 -0.981 0.221
C 7.531 0.455 -0.165
C 6.503 0.682 -1.215
C 5.014 0.651 -0.733
C 5.027 1.840 0.221
C 5.953 1.743 1.485
N 7.328 1.367 1.011
O 8.188 1.236 2.030
C 5.988 3.161 1.999
C 5.369 0.711 2.559
C 8.891 0.765 -0.794
H 6.439 -1.264 0.713
H 8.137 -1.072 0.990
H 7.634 -1.639 -0.606
H 6.591 1.586 -1.817
H 6.480 -0.187 -1.873
H 4.874 -0.329 -0.277
H 4.289 0.780 -1.536
H 3.988 1.768 0.542
H 5.167 2.787 -0.300
H 4.972 3.500 2.202
H 6.436 3.183 2.992
H 6.505 3.977 1.494
H 5.383 1.222 3.522
H 4.326 0.466 2.359
H 5.874 -0.252 2.632
H 9.629 0.248 -0.180
H 9.133 1.824 -0.885
H 8.913 0.348 -1.801
H 8.421 2.141 2.248
C 1.877 -1.918 -1.038
C 0.602 -1.257 -0.480
C -0.278 -2.339 0.298
C -1.301 -1.735 1.192
C -0.519 -0.722 2.115
C 0.113 0.459 1.325
N 1.024 -0.151 0.390
O 1.896 0.723 -0.201
C -0.973 1.293 0.658
C 0.863 1.327 2.381
C -0.189 -0.777 -1.738
H 1.598 -2.884 -1.457
H 2.604 -2.161 -0.263
H 2.470 -1.248 -1.661
H -0.795 -3.022 -0.375
H 0.524 -2.883 0.796
H -1.704 -2.442 1.917
H -2.105 -1.281 0.613
H 0.332 -1.226 2.573
H -1.204 -0.469 2.925
H -1.331 2.212 1.122
H -0.650 1.649 -0.321
H -1.969 0.955 0.374
H 1.512 0.695 2.986
H 1.503 2.085 1.928
H 0.126 1.725 3.078
H -0.944 -0.084 -1.365
H -0.655 -1.565 -2.330
H 0.485 -0.253 -2.416
H 1.335 1.309 -0.715
C -2.970 -8.231 -1.902
C -2.393 -7.569 -0.605
C -1.987 -6.197 -0.924
C -3.100 -5.139 -0.832
C -3.901 -5.288 0.476
C -4.431 -6.749 0.780
N -3.385 -7.670 0.518
O -3.630 -9.002 1.008
C -4.727 -6.772 2.281
C -5.832 -7.097 0.088
C -1.098 -8.306 -0.196
H -3.236 -9.275 -1.735
H -2.249 -8.068 -2.702
H -3.870 -7.797 -2.339
H -1.215 -5.991 -0.183
H -1.658 -6.291 -1.959
H -3.757 -5.061 -1.698
H -2.629 -4.164 -0.707
H -4.784 -4.655 0.386
H -3.410 -4.767 1.298
H -5.533 -6.053 2.428
H -5.172 -7.680 2.688
H -3.803 -6.518 2.801
H -5.933 -6.742 -0.938
H -6.128 -8.144 0.157
H -6.545 -6.489 0.645
H -1.098 -9.375 -0.413
H -0.911 -8.342 0.878
H -0.234 -7.967 -0.767
H -3.990 -9.579 0.330
C -6.242 2.829 0.174
C -5.892 2.335 -1.306
C -4.487 2.768 -1.644
C -3.794 2.024 -2.820
C -4.095 0.482 -2.606
C -5.571 0.016 -2.424
N -6.128 0.865 -1.318
O -7.419 0.508 -0.856
C -6.249 0.187 -3.707
C -5.502 -1.426 -1.919
C -6.881 3.034 -2.256
H -7.229 2.549 0.542
H -6.098 3.900 0.318
H -5.594 2.409 0.943
H -4.437 3.774 -2.062
H -3.803 2.732 -0.796
H -2.739 2.269 -2.696
H -4.178 2.429 -3.756
H -3.629 0.318 -1.635
H -3.746 -0.200 -3.381
H -6.581 1.182 -4.002
H -5.814 -0.093 -4.667
H -7.166 -0.401 -3.676
H -5.016 -1.424 -0.943
H -6.526 -1.709 -1.677
H -5.002 -2.130 -2.584
H -7.904 2.665 -2.329
H -6.419 3.067 -3.242
H -6.989 4.073 -1.945
H -7.279 -0.293 -0.346
C 6.130 -5.012 -4.728
C 4.785 -5.007 -3.992
C 3.532 -4.720 -4.920
C 2.161 -5.275 -4.505
C 2.349 -6.738 -4.162
C 3.690 -7.435 -4.010
N 4.567 -6.373 -3.439
O 5.634 -6.864 -2.760
C 3.345 -8.540 -2.947
C 4.277 -8.134 -5.223
C 4.833 -4.104 -2.837
H 6.272 -3.989 -5.076
H 6.218 -5.627 -5.623
H 6.985 -5.258 -4.098
H 3.507 -3.675 -5.229
H 3.709 -5.187 -5.888
H 1.455 -4.999 -5.288
H 1.816 -4.906 -3.539
H 1.764 -7.186 -4.965
H 1.666 -6.764 -3.313
H 2.421 -9.047 -3.225
H 4.051 -9.355 -2.790
H 3.373 -8.176 -1.920
H 4.522 -7.313 -5.898
H 5.156 -8.774 -5.152
H 3.597 -8.811 -5.741
H 5.345 -3.215 -3.208
H 5.370 -4.483 -1.967
H 3.920 -3.775 -2.342
H 6.285 -6.902 -3.465

Output
net charge: +1
energy: -131112.9392 eV
maximum force: 0.1031 hartree/bohr
2S+1: 2
molecular weight: 1539.45 g mol⁻¹

Results of the Mulliken charge analysis, in e, for atoms 1 through 4: number 1, C, carries -0.149; number 2, C, carries 0.397; number 3, O, carries -0.547; number 4, O, carries -0.508



No. 3
# C58H52As2IMnN3

A molecular structure, C58H52As2IMnN3 in a non-equilibrium geometry (ωB97M-V/def2-TZVPD, the Open Molecules 2025 dataset).

Positions of all 117 atoms, in Å:
Mn -0.468 -0.459 -0.250
I -1.218 0.696 2.669
C 0.887 1.176 2.776
C 1.356 1.410 4.021
C 2.674 1.576 4.357
C 3.732 1.437 3.272
C 3.339 0.426 2.212
C 4.377 0.863 1.130
C 4.184 0.030 -0.090
C 2.621 -0.019 -0.599
C 1.459 0.075 0.449
C 1.801 0.374 1.888
H 0.663 1.200 4.867
H 3.011 1.693 5.354
H 4.664 1.068 3.736
H 5.323 0.502 1.577
H 4.970 0.215 -0.809
H 2.395 0.304 -1.567
C 1.451 -5.647 -0.114
C 0.537 -6.296 0.899
C 0.179 -7.593 0.977
C -0.563 -8.007 2.109
C -0.986 -7.129 3.130
C -0.791 -5.761 2.904
C 0.035 -5.404 1.845
N 0.366 -4.007 1.717
C -0.230 -3.079 0.878
N -1.561 -3.239 0.536
C -2.054 -2.835 -0.792
C -1.569 -1.713 -1.402
C -2.196 -1.406 -2.566
C -3.264 -2.088 -3.113
C -3.862 -3.143 -2.375
C -3.196 -3.522 -1.163
C -3.712 -4.626 -0.155
N 0.295 -1.996 0.355
C 1.529 -1.388 0.676
C 1.861 -1.245 2.178
C 3.352 -1.104 2.532
C 4.218 -1.988 1.676
C 4.031 -1.546 0.235
C 2.636 -1.589 -0.375
C 2.500 -2.533 -1.541
H 1.946 -6.331 -0.825
H 2.317 -5.253 0.442
H 0.930 -4.743 -0.509
H 0.515 -8.375 0.338
H -0.857 -9.090 2.265
H -1.557 -7.408 3.969
H -1.045 -4.899 3.521
H 1.304 -3.724 2.026
H -1.903 -4.051 0.875
H -1.853 -0.601 -3.245
H -3.833 -1.549 -3.816
H -4.942 -3.404 -2.521
H -4.679 -5.052 -0.501
H -3.888 -4.372 0.815
H -2.956 -5.413 -0.251
H 1.125 -1.738 2.857
H 3.545 -1.171 3.623
H 5.022 -2.622 1.926
H 4.756 -2.027 -0.429
H 3.054 -2.052 -2.332
H 1.421 -2.706 -1.890
H 3.015 -3.552 -1.444
C -1.776 3.405 -0.025
C -0.427 3.936 0.337
As 0.901 3.778 -1.047
C 2.385 3.680 0.126
C 3.444 2.852 -0.031
C 4.398 2.382 0.999
C 4.140 2.769 2.515
C 3.102 3.877 2.516
C 2.300 4.290 1.527
C 0.934 5.577 -1.599
C -0.126 5.999 -2.343
C -0.024 7.158 -3.124
C 1.102 7.904 -3.136
C 2.189 7.548 -2.336
C 2.040 6.447 -1.501
As -1.969 1.521 -0.698
C -2.494 1.667 -2.620
C -1.504 2.033 -3.658
C -1.891 1.800 -4.999
C -3.122 1.342 -5.313
C -4.084 1.128 -4.335
C -3.778 1.296 -2.985
C -3.702 1.111 0.053
C -3.930 -0.239 0.440
C -5.008 -0.589 1.173
C -5.963 0.389 1.483
C -5.864 1.669 0.950
C -4.702 2.051 0.240
H -2.132 3.961 -0.881
H -2.413 3.414 0.861
H -0.083 3.401 1.263
H -0.524 4.952 0.590
H 3.463 2.315 -1.003
H 5.376 2.673 0.711
H 5.018 3.183 2.925
H 2.854 4.215 3.498
H 1.552 5.078 1.674
H -1.027 5.417 -2.416
H -0.933 7.525 -3.596
H 1.250 8.760 -3.833
H 3.142 8.058 -2.303
H 2.951 6.239 -0.813
H -0.503 2.360 -3.478
H -1.257 2.220 -5.897
H -3.313 1.152 -6.336
H -5.036 0.891 -4.536
H -4.515 1.009 -2.290
H -3.292 -1.033 0.111
H -5.164 -1.624 1.518
H -6.886 0.111 1.932
H -6.616 2.397 1.033
H -4.694 2.993 -0.279

Output
net charge: 0
energy: -226545.4257 eV
maximum force: 0.0978 hartree/bohr
2S+1: 6
molecular weight: 1122.76 g mol⁻¹

Results of the Mulliken charge analysis, in e, for atoms 1 through 4: number 1, Mn, carries -1.218; number 2, I, carries 0.025; number 3, C, carries 0.113; number 4, C, carries 0.104



What is the energy in the second record? -131112.9392 eV



energy of number 3 (C58H52As2IMnN3)? -226545.4257 eV



Look up the maximum force of the second one. 0.1031 hartree/bohr



Which of these has the lowest maximum force? C33H22Br2F4GaN4O2PS